Here is a 2-piece molecular cluster, C34H41FI2N4O9P3S2 overall in a non-equilibrium geometry from OMol25. Energies are from wB97M-V/def2-TZVPD.

Values from the calculation:
Frontier orbital gap in eV: 7.18
HOMO level in eV: -10.6665
LUMO energy in eV: -3.49
Charge: +1
ΔE to the lowest compared entry with this formula, charge and spin in kJ/mol: 0.0

Positions of all 96 atoms, in Å:
C  3.473  0.307  1.242
C  1.962  0.206  0.931
C  1.675  0.331  -0.564
F  1.363  1.616  -0.918
N  0.712  -0.612  -1.158
C  -0.581  -0.861  -0.878
N  -1.507  -0.264  -0.147
P  -1.088  1.344  0.679
N  -1.766  1.204  2.191
O  -2.106  2.372  -0.048
P  -3.120  -0.905  0.109
O  -3.754  -1.465  -1.222
O  -3.904  0.454  0.428
S  -3.229  -2.091  1.583
N  -0.996  -2.006  -1.601
P  -1.344  -1.404  -3.288
O  -2.135  -0.034  -2.850
I  -3.112  -2.838  -4.218
C  0.211  -2.886  -1.605
I  0.031  -3.808  0.389
C  0.197  -3.986  -2.648
C  -0.921  -5.037  -2.544
C  -0.472  -6.417  -2.146
O  -1.123  -7.358  -2.420
O  0.712  -6.527  -1.484
C  1.348  -1.832  -1.670
S  2.081  -1.490  -3.330
C  2.530  -2.385  -0.795
O  3.788  -1.847  -1.135
C  4.851  -2.725  -0.994
C  4.928  -3.613  0.079
C  6.004  -4.487  0.243
C  6.083  -5.449  1.396
C  7.028  -4.430  -0.701
C  6.948  -3.542  -1.779
C  5.872  -2.664  -1.953
C  5.813  -1.672  -3.102
C  5.673  -0.225  -2.570
C  7.043  -1.741  -4.009
H  3.819  -0.657  1.601
H  3.657  1.058  1.996
H  4.059  0.520  0.354
H  1.540  -0.712  1.330
H  1.479  1.020  1.452
H  2.612  0.126  -1.076
H  -1.649  0.266  2.566
H  -2.744  1.478  2.235
H  -1.606  2.748  -0.785
H  -4.091  -0.795  -1.830
H  -3.998  0.964  -0.394
H  -2.479  0.377  -3.657
H  1.152  -4.501  -2.630
H  0.107  -3.511  -3.624
H  -1.327  -5.184  -3.538
H  -1.756  -4.721  -1.928
H  0.527  -6.998  -0.661
H  1.708  -2.568  -4.023
H  2.347  -2.244  0.263
H  2.564  -3.453  -1.001
H  4.127  -3.615  0.807
H  6.855  -5.111  2.083
H  5.142  -5.547  1.922
H  6.409  -6.416  1.025
H  7.883  -5.083  -0.622
H  7.775  -3.550  -2.466
H  4.963  -1.949  -3.721
H  5.573  -0.200  -1.492
H  4.865  0.314  -3.055
H  6.590  0.315  -2.794
H  7.955  -1.537  -3.462
H  7.088  -2.718  -4.485
H  6.906  -1.033  -4.820
C  -5.533  9.453  2.029
C  -6.447  9.572  3.071
C  -6.795  8.462  3.822
C  -6.237  7.225  3.529
C  -5.333  7.101  2.469
C  -4.978  8.221  1.728
C  -4.755  5.779  2.109
O  -3.966  5.661  1.193
C  -5.179  4.589  2.902
C  -4.693  3.337  2.551
C  -5.064  2.220  3.279
C  -5.917  2.348  4.371
C  -6.407  3.593  4.723
C  -6.047  4.716  3.986
C  -6.610  6.046  4.361
O  -7.352  6.158  5.311
H  -5.258  10.323  1.449
H  -6.888  10.533  3.296
H  -7.501  8.550  4.636
H  -4.270  8.122  0.917
H  -4.028  3.249  1.701
H  -4.687  1.244  2.997
H  -6.202  1.474  4.942
H  -7.074  3.702  5.566

Forces on atoms 1 to 3 (eV/Å):
C -0.3711 -0.6559 -0.1868
C 0.2480 0.4859 0.1944
C 0.6906 0.1507 0.1056